(1)
# C5H11NO

2 unconnected molecules or ions with the total composition C5H11NO (ωB97M-V/def2-TZVPD, the Open Molecules 2025 dataset).

Relative energy (zero: lowest compared OMol25 entry of this formula, charge and spin) ... 19.6 kcal/mol
SMILES ... CN=C=O.CCC
Electronic energy ... -8900.8480 eV

```
! RIJCOSX wB97M-V def2-TZVPD def2/J DEFGRID3
* xyz 0 1
C -1.42 1.64 1.82
N -0.10 1.87 1.30
C 0.97 1.32 1.31
O 2.06 0.89 1.26
H -1.88 0.76 1.34
H -2.04 2.51 1.62
H -1.38 1.47 2.90
C 1.22 -0.48 -1.87
C -0.16 -0.59 -1.20
C -0.16 -1.66 -0.11
H 2.00 -0.23 -1.14
H 1.24 0.27 -2.66
H 1.49 -1.44 -2.32
H -0.47 0.38 -0.79
H -0.90 -0.86 -1.96
H 0.06 -2.64 -0.54
H 0.61 -1.47 0.65
H -1.13 -1.73 0.40
*
```

(2)
# C5H11NO

C5H11NO in the gas phase (ωB97M-V/def2-TZVPD, the Open Molecules 2025 dataset).

Relative energy (zero: lowest compared OMol25 entry of this formula, charge and spin) ... 5.9 kcal/mol
SMILES ... CC[C@@H](C)NC=O
Electronic energy ... -8901.4421 eV

```
! RIJCOSX wB97M-V def2-TZVPD def2/J DEFGRID3
* xyz 0 1
C 1.69 1.15 0.82
C 0.82 -0.08 1.07
C -0.06 -0.46 -0.13
C -0.80 -1.79 0.06
N -1.00 0.63 -0.39
C -1.54 0.82 -1.62
O -1.22 0.20 -2.62
H 2.36 0.98 -0.03
H 1.07 2.02 0.58
H 2.30 1.38 1.70
H 1.44 -0.95 1.32
H 0.17 0.08 1.95
H 0.57 -0.53 -1.03
H -0.18 -2.63 -0.28
H -1.08 -1.96 1.11
H -1.72 -1.80 -0.53
H -1.41 1.12 0.39
H -2.31 1.62 -1.64
*
```

(3)
# C5H11NO

A molecular structure, C5H11NO (ωB97M-V/def2-TZVPD, the Open Molecules 2025 dataset).

Relative energy (zero: lowest compared OMol25 entry of this formula, charge and spin) ... 51.5 kcal/mol
Electronic energy ... -8899.4645 eV

```
! RIJCOSX wB97M-V def2-TZVPD def2/J DEFGRID3
* xyz 0 1
C -0.20 1.47 -1.44
C 0.82 0.51 -0.82
C 0.18 -0.66 -0.05
C 1.23 -1.68 0.39
N -0.53 -0.18 1.13
C -1.78 0.17 1.25
O -1.97 0.63 2.43
H -0.85 0.94 -2.15
H -0.83 1.94 -0.68
H 0.30 2.27 -1.99
H 1.46 0.10 -1.60
H 1.48 1.06 -0.13
H -0.54 -1.15 -0.71
H 1.77 -2.09 -0.48
H 1.96 -1.22 1.06
H 0.76 -2.52 0.92
H -0.69 0.32 2.38
H -2.57 0.10 0.50
*
```

(4)
# C5H11NO

2 unconnected molecules or ions with the total composition C5H11NO in a non-equilibrium geometry (ωB97M-V/def2-TZVPD, the Open Molecules 2025 dataset).

Relative energy (zero: lowest compared OMol25 entry of this formula, charge and spin) ... 88.8 kcal/mol
SMILES ... C=CC(=C)NC.O
Electronic energy ... -8897.8464 eV

```
! RIJCOSX wB97M-V def2-TZVPD def2/J DEFGRID3
* xyz 0 1
C -0.85 -1.11 0.80
C -0.65 0.23 0.79
C -0.93 1.00 -0.45
C -1.98 1.77 -0.64
N -0.11 0.58 -1.51
C -0.52 0.51 -2.89
H -0.58 -1.69 -0.08
H -1.16 -1.55 1.74
H -0.09 0.59 1.64
H -2.20 2.03 -1.67
H -2.68 2.26 0.02
H 0.88 0.75 -1.42
H -1.16 1.36 -3.14
H -1.08 -0.39 -3.14
H 0.33 0.55 -3.56
O 3.82 -2.34 3.47
H 3.90 -2.17 2.53
H 3.41 -1.53 3.81
*
```

Question: What is the formula in the first record?
Answer: C5H11NO